No. 1
78
Properties=species:S:1:pos:R:3:forces:R:3:mulliken_charge:R:1 method="wB97M-V/def2-TZVPD" lumo_energy_ha="0.1802 / 0.1779" energy_ev=-45778.644 fmax_ev_per_a=8.2 spin_multiplicity=3 s_squared=2.03 homo_ev="2.9 / 0.2" total_charge=-2
Pd -0.00096 1.34555 0.12922 6.980 -4.095 1.126 0.88
N 1.39014 -2.69574 2.72583 0.330 -0.395 -0.598 -0.35
N 1.90106 -0.43172 1.03291 3.212 -0.029 -0.929 0.53
C -0.95966 2.98351 -0.68191 -0.555 1.331 -0.063 0.33
C -1.06591 2.99297 0.74309 -1.420 1.665 0.104 0.80
C -1.74954 1.80220 1.13633 -1.045 0.722 0.322 1.03
C -2.12385 1.47002 2.53387 -0.007 -0.099 0.324 -1.72
H -1.30737 0.98734 3.08202 -0.126 0.023 0.054 0.08
H -2.98634 0.79668 2.55142 0.025 0.040 0.096 0.47
H -2.38526 2.38064 3.08449 -0.078 -0.083 -0.001 0.56
C -2.02324 1.02976 -0.03809 -1.757 0.476 -0.923 0.47
C -2.56737 -0.34609 -0.09492 -0.269 -0.617 -0.134 -1.55
H -3.32098 -0.43457 -0.88686 -0.132 -0.082 0.103 0.54
H -3.02379 -0.63101 0.85811 -0.064 -0.047 -0.084 0.39
H -1.76721 -1.06715 -0.32652 -0.391 0.192 0.183 -0.19
C -1.54329 1.77408 -1.16544 -1.779 -0.128 -0.608 1.03
C -1.60020 1.38844 -2.59606 -0.073 0.011 -0.510 -1.85
H -2.05862 0.40292 -2.71971 0.056 0.085 -0.036 0.43
H -0.59340 1.35440 -3.03624 -0.216 0.041 0.012 0.18
H -2.17822 2.11192 -3.18633 -0.069 -0.049 -0.065 0.38
C -0.49688 4.01529 1.65750 0.218 0.315 0.314 -2.09
H -1.08683 4.08030 2.57584 -0.003 0.167 0.079 0.41
H -0.48158 4.99865 1.17892 -0.015 0.098 0.122 0.44
H 0.53553 3.76815 1.94390 -0.283 0.205 -0.002 0.15
C -0.36009 4.03688 -1.53967 0.193 0.188 -0.315 -1.55
H 0.61726 3.72299 -1.92726 -0.244 0.127 -0.021 0.02
H -0.21923 4.96274 -0.97530 0.038 0.017 -0.079 0.35
H -1.00247 4.25289 -2.40136 0.014 0.074 0.007 0.34
C 1.00791 -3.89211 3.14232 -1.167 0.339 0.163 -0.30
H 1.78434 -4.65626 3.24326 -0.074 0.167 0.040 0.36
C -0.32110 -4.20066 3.47673 0.842 -0.839 -0.027 -0.59
H -0.55641 -5.19170 3.85990 -0.076 0.125 -0.122 0.32
C -1.28713 -3.20186 3.33388 0.111 1.375 -0.071 -0.50
H -2.33155 -3.38125 3.58929 0.171 -0.012 -0.053 0.37
C -0.89507 -1.94797 2.87522 -0.513 -0.597 0.612 -0.11
H -1.59575 -1.11906 2.76899 0.064 -0.437 -0.104 0.07
C 0.46043 -1.70956 2.50541 0.161 1.681 -0.292 0.37
C 0.81937 -0.44410 1.88209 -1.535 -1.675 2.536 -1.05
H 0.59070 0.50162 2.40897 -0.023 -0.610 -0.448 0.62
C 1.87295 0.42476 -0.00754 -1.129 -0.366 -0.960 -1.36
C 3.07385 -1.21705 0.97467 -0.922 0.291 0.498 -0.82
H 3.25431 -1.97754 1.71179 0.151 0.141 -0.064 0.46
C 3.69943 -0.86257 -0.15687 0.192 0.222 -0.568 -0.66
H 4.63458 -1.21074 -0.55976 -0.133 0.055 0.029 0.61
N 2.91620 0.10032 -0.81021 0.670 -0.166 0.936 1.00
C 3.08856 0.53972 -2.15860 0.624 -1.679 0.211 -0.26
C 2.92976 1.90088 -2.45467 -0.540 1.799 -0.794 1.12
C 2.82776 2.28238 -3.79675 0.246 -0.679 0.240 -0.97
H 2.65960 3.33468 -4.04211 0.074 -0.124 0.056 0.06
C 2.96954 1.34614 -4.82686 -0.226 2.050 -0.448 0.79
C 2.84422 1.75128 -6.26637 -0.086 -0.007 0.436 -1.54
H 1.83591 1.55683 -6.65714 -0.103 -0.048 -0.216 0.22
H 3.54693 1.18725 -6.89018 0.073 0.008 -0.113 0.36
H 3.04695 2.82007 -6.38677 -0.031 0.002 -0.079 0.35
C 3.22938 0.01599 -4.49897 0.414 -1.854 0.445 -1.15
H 3.36939 -0.71996 -5.29396 0.041 0.071 0.132 0.06
C 3.30133 -0.41084 -3.16633 -0.419 0.886 -0.230 1.62
C 3.51223 -1.85881 -2.87331 0.061 -0.658 -0.305 -2.09
H 4.46435 -2.05509 -2.36458 -0.228 -0.014 -0.110 0.46
H 3.52990 -2.41212 -3.82040 -0.032 0.057 0.097 0.36
H 2.69577 -2.27972 -2.27233 0.289 0.098 0.067 0.43
C 2.95073 2.92218 -1.36593 -0.156 0.279 0.205 -1.36
H 3.92573 2.96606 -0.85452 0.047 -0.045 0.043 0.25
H 2.19041 2.71269 -0.59363 0.320 0.204 -0.202 -0.03
H 2.75633 3.91507 -1.78553 0.091 -0.019 0.036 0.46
N -0.41508 -3.94818 -0.01157 -0.380 -0.414 0.718 -0.19
C -0.13070 -3.47186 -1.24246 0.204 0.355 -0.843 0.50
C 0.20083 -4.36439 -2.29840 -0.117 0.355 0.141 -0.92
C 0.42962 -3.83611 -3.56155 -0.217 0.466 0.395 -0.32
C 0.37431 -2.44320 -3.72082 -0.081 -0.034 -0.102 -1.22
C 0.10686 -1.64565 -2.60522 -0.136 -0.310 -0.244 -0.20
N -0.19485 -2.13566 -1.39937 0.523 -0.645 -0.312 0.40
H -0.64988 -3.30946 0.74022 0.204 -0.100 -0.183 -0.02
H -0.33922 -4.93281 0.19625 0.015 0.423 -0.029 0.26
H 0.22632 -5.43112 -2.07242 0.066 0.181 -0.233 0.29
H 0.64432 -4.48442 -4.41139 -0.007 0.114 0.196 0.40
H 0.53429 -1.95903 -4.68430 0.143 -0.189 0.284 0.41
H 0.12820 -0.55670 -2.70019 -0.005 -0.378 0.156 0.13

***

No. 2
97
Properties=species:S:1:pos:R:3:forces:R:3:mulliken_charge:R:1 method="wB97M-V/def2-TZVPD" lumo_energy_ha=-0.2826 energy_ev=-53753.667 fmax_ev_per_a=9.8 spin_multiplicity=1 homo_ev=-9.7 total_charge=+1
C -7.17097 1.96820 4.28394 0.022 -0.443 -0.251 -0.89
C -8.00194 0.70825 3.73502 0.847 1.085 -0.067 -0.32
C -7.13248 -0.65368 3.66686 -3.123 -1.845 -0.025 0.47
O -7.79245 -1.71994 3.74469 3.209 3.381 -0.141 -0.56
O -5.72735 -0.58251 3.48044 -2.091 -0.181 1.289 -0.35
C -5.00413 -1.32871 4.49750 0.764 -1.263 0.857 -0.26
C -3.93937 -2.35433 3.82766 -0.594 -0.656 1.143 -0.66
P -2.12497 -1.84271 4.20851 -0.525 0.681 -0.627 -0.12
C -1.09694 -3.19227 3.37747 0.430 -0.533 -0.849 -0.95
C 0.41271 -2.72582 2.96887 0.101 -0.938 0.376 0.53
C 1.18850 -1.96633 4.13741 -0.548 0.221 -0.344 -0.24
C 2.67382 -1.47849 3.79411 -0.194 -0.253 1.201 -0.98
C 3.50136 -2.36719 2.75351 1.768 1.560 0.431 -0.68
C 3.95044 -1.39944 1.53297 -0.141 -1.131 -1.053 -0.76
C 2.97138 -1.66588 0.28363 -0.280 0.842 0.341 -0.61
C 1.84220 -0.53810 0.07921 -0.826 -0.831 -0.861 -0.25
C 0.65357 -1.24379 -0.79745 1.778 1.121 -0.278 -0.32
C 0.07874 -0.19888 -1.87003 -0.196 -0.668 0.877 0.01
C -0.99375 -0.92705 -2.82683 -0.420 0.386 0.115 -0.40
C -1.37889 -2.41948 -2.39774 -0.955 -0.007 0.085 -0.17
O -2.52857 -2.82846 -3.20919 0.250 -0.236 1.032 -0.38
C -3.17726 -3.97039 -2.60677 0.209 -0.787 0.182 -0.59
C -2.03464 -1.96068 6.11193 -0.230 0.321 0.099 0.14
F -2.07131 -3.35071 6.51140 0.182 1.552 0.056 -0.40
C -0.80458 -1.18385 6.76895 0.594 -0.766 0.829 -0.12
C -1.07823 -0.65414 8.27201 0.307 0.566 -0.570 -1.05
H -7.15470 1.92443 5.42334 0.047 0.277 -1.524 0.25
H -7.64525 2.94767 3.91610 0.716 -1.483 0.725 0.32
H -6.10088 1.89999 3.89527 -1.424 0.241 0.547 0.23
H -8.39404 0.99008 2.69674 0.675 -0.785 1.284 0.27
H -8.92418 0.58968 4.40404 1.472 -0.450 -1.071 0.29
H -5.72085 -1.94276 5.15642 0.907 0.959 -1.251 0.36
H -4.49321 -0.58700 5.21177 -0.631 -0.830 -1.296 0.20
H -4.14582 -2.43912 2.71026 0.455 0.229 1.491 0.32
H -4.11341 -3.38920 4.31297 0.126 1.518 -0.935 0.36
H -1.10299 -4.18277 3.94867 0.196 1.396 -0.635 0.47
H -1.60997 -3.41592 2.36508 0.493 0.390 1.651 0.40
H 0.94277 -3.72246 2.71582 -0.677 1.617 0.373 0.38
H 0.42951 -2.11194 2.00550 -0.262 -0.679 1.382 -0.74
H 1.18076 -2.64313 5.05945 0.019 0.966 -1.248 0.25
H 0.58005 -1.00881 4.35948 0.875 -1.643 -0.105 0.07
H 2.61545 -0.35892 3.51703 0.228 -1.898 0.026 0.37
H 3.26085 -1.49389 4.79092 -0.981 0.118 -1.516 0.31
H 4.48765 -2.67676 3.27136 -1.637 0.341 -0.691 0.37
H 3.00968 -3.33322 2.41743 0.438 1.477 0.284 0.38
H 5.01921 -1.63124 1.16866 -1.558 0.208 0.766 0.34
H 3.94347 -0.28994 1.81309 -0.087 -1.632 -0.194 0.36
H 3.58688 -1.73709 -0.67477 -0.937 0.024 1.126 0.33
H 2.40549 -2.65945 0.43010 1.041 1.444 -0.230 0.31
H 1.37563 -0.15699 1.04654 0.885 -0.519 -1.061 0.28
H 2.20472 0.37246 -0.52465 -0.230 -1.324 1.028 0.18
H -0.11782 -1.65941 -0.07239 0.888 0.481 -1.235 0.01
H 1.19103 -2.07794 -1.38580 -1.144 1.028 0.970 0.19
H 0.97052 0.25754 -2.44390 -1.363 -0.843 0.726 -0.22
H -0.40120 0.66641 -1.27846 0.587 -1.264 -1.019 0.26
H -1.95732 -0.29478 -2.77186 1.374 -1.197 -0.340 0.23
H -0.63148 -0.94051 -3.91366 -0.567 -0.022 1.507 0.15
H -1.74305 -2.49379 -1.30541 0.822 0.384 -1.469 0.11
H -0.55192 -3.19011 -2.54970 -0.825 1.105 0.198 0.31
H -3.62143 -3.74082 -1.56769 0.638 -0.132 -1.509 0.22
H -4.00489 -4.38635 -3.28283 1.295 0.937 0.857 0.26
H -2.38730 -4.78754 -2.47796 -1.101 0.812 -0.053 0.27
H -2.99151 -1.45384 6.51389 1.278 -0.958 -0.653 0.23
H -0.43984 -0.28044 6.17083 -0.779 -1.521 0.458 0.29
H 0.06352 -1.94116 6.83401 -1.339 1.215 -0.294 0.08
H -0.18899 -0.95198 8.93631 -1.623 0.375 -0.814 0.29
H -2.07959 -1.01879 8.67536 1.488 0.341 -0.357 0.32
H -1.10240 0.50023 8.23682 -0.080 -1.836 0.215 0.25
C 3.33914 5.18855 -4.36583 -0.266 0.421 -0.349 -1.70
C 3.64283 3.66190 -4.43141 0.545 3.277 2.758 1.79
C 4.84544 3.35736 -5.37010 0.047 -1.077 -1.101 -1.33
C 4.53142 3.28172 -6.85910 -0.284 0.415 -0.014 -0.49
C 3.28737 2.44366 -7.12790 1.305 -0.341 0.572 -1.17
C 2.07675 2.93005 -6.30076 -3.371 1.588 -2.360 1.34
N 2.38748 2.96031 -4.83616 4.873 -8.426 -0.642 0.75
O 2.45513 1.72416 -4.41641 -1.760 5.226 -0.579 -0.29
C 1.65905 4.33038 -6.81623 0.334 0.433 0.283 -1.72
C 0.84312 2.04638 -6.61497 0.175 -0.553 0.648 -1.76
C 4.11353 3.30952 -2.99179 -0.262 -0.931 -0.212 -1.97
H 2.27650 5.40851 -4.48623 0.094 -0.049 -0.083 0.34
H 3.59875 5.62008 -3.39738 0.145 -0.275 -0.109 0.50
H 3.88738 5.75000 -5.12672 -0.130 -0.091 0.038 0.37
H 5.28129 2.39153 -5.08758 -0.276 0.031 0.250 0.44
H 5.63409 4.09904 -5.21066 -0.421 0.100 0.366 0.40
H 4.41435 4.28807 -7.27308 -0.035 -0.100 -0.010 0.32
H 5.38206 2.84135 -7.38753 -0.030 0.013 0.101 0.42
H 3.05141 2.47486 -8.19562 -0.440 0.167 0.281 0.44
H 3.50746 1.39177 -6.90276 -0.243 0.076 0.212 0.38
H 0.80539 4.71423 -6.25643 -0.009 -0.044 -0.026 0.41
H 1.36436 4.27779 -7.86752 0.041 -0.288 0.208 0.43
H 2.45355 5.07460 -6.76859 -0.059 -0.096 0.071 0.38
H 1.01303 0.98975 -6.40215 0.055 0.097 0.094 0.41
H 0.58174 2.11138 -7.67395 0.263 0.231 0.162 0.43
H -0.02990 2.37408 -6.04111 0.154 -0.006 -0.045 0.45
H 3.30975 3.44165 -2.26495 -0.017 0.033 -0.075 0.51
H 4.94367 3.95877 -2.69535 -0.263 0.060 -0.360 0.50
H 4.48582 2.28447 -2.91404 -0.199 0.065 -0.041 0.41